Version a
Density functional theory data (the ωB97M-V functional and the def2-TZVPD basis) for C2H2ClNO2 in the gas phase.

The geometry in XYZ format:
```
8
C2H2ClNO2, DFT the ωB97M-V functional and the def2-TZVPD basis
Cl 1.8520 1.5535 0.0260
C 0.8537 0.2373 -0.0490
N 1.1988 -0.9533 0.0146
O 0.1339 -1.8200 0.0114
O -1.1043 -0.9600 -0.0614
C -0.6991 0.3361 0.0205
H -1.2467 0.7813 0.8873
H -0.9884 0.8250 -0.8495
```

## Properties
frontier orbital gap	10.39	eV
SMILES	ClC1=NOOC1

=====

Version b
Density functional theory data (the ωB97M-V functional and the def2-TZVPD basis) for C2H2ClNO2 in the gas phase.

The geometry in XYZ format:
```
8
C2H2ClNO2, DFT the ωB97M-V functional and the def2-TZVPD basis
O -0.7845 -1.4166 -0.1218
C 0.0304 -0.6024 0.2146
C -0.1361 0.8716 0.1101
Cl 1.3937 1.7288 -0.0487
N -1.0706 1.0036 -1.2917
O -1.9700 0.3066 -1.3080
H 1.1637 -0.8383 0.5144
H -0.6652 1.3976 0.8180
```

## Properties
frontier orbital gap (alpha / beta)	8.67 / 8.67	eV
SMILES	O=C[C@@H](Cl)N=O

=====

Preferred: version b; penalty for the next structure: 0.0367 hartree.

=====

Version a
Density functional theory data (the ωB97M-V functional and the def2-TZVPD basis) for 6 unconnected molecules or ions with the total composition C4H21NO7.

The geometry in XYZ format:
```
33
C4H21NO7, DFT the ωB97M-V functional and the def2-TZVPD basis
N 1.3763 -0.3826 1.7525
C 1.1833 -1.0774 0.4502
C -0.0158 -2.0263 0.4956
O 0.1276 -2.8787 1.6251
C 0.9863 -0.0574 -0.6773
C 2.2559 0.7765 -0.9078
O 2.5677 1.5867 0.1936
H 1.4998 -1.0545 2.5047
H 0.5391 0.1588 1.9359
H 2.1740 -1.6316 0.2291
H -0.1387 -2.6031 -0.3868
H -0.9469 -1.4652 0.7149
H 0.7077 -3.6201 1.4271
H 0.1445 0.6068 -0.3992
H 0.6831 -0.5934 -1.5661
H 2.1414 1.5652 -1.7771
H 3.1509 0.1328 -1.1055
H 2.5357 1.0159 1.0638
O -3.0359 0.9310 0.1150
H -3.6313 0.4143 0.6052
H -2.2823 1.1304 0.7162
O -0.7198 -2.1183 -2.5592
H -1.1960 -2.7829 -3.0734
H -1.3696 -1.3990 -2.4371
O 0.5420 3.2233 0.8049
H 1.2751 2.6605 0.6043
H 0.3496 3.6665 0.0398
O -1.0935 1.4271 1.8820
H -1.4341 1.8199 2.7353
H -0.5172 2.0835 1.4388
O -2.5922 -0.2218 -2.2652
H -2.6863 0.1596 -1.3481
H -2.5806 0.5535 -2.8314
```

## Properties
frontier orbital gap	9.72	eV
SMILES	N[C@@H](CO)CCO.O.O.O.O.O

=====

Version b
Density functional theory data (the ωB97M-V functional and the def2-TZVPD basis) for 7 unconnected molecules or ions with the total composition C4H21NO7.

The geometry in XYZ format:
```
33
C4H21NO7, DFT the ωB97M-V functional and the def2-TZVPD basis
C -1.0646 -1.5642 -1.7427
C 0.2271 -0.7911 -2.1803
N 0.8492 -0.3005 -0.9609
C 2.1888 0.2380 -1.2783
C 2.7991 0.9974 -0.1492
O 2.5743 0.6810 1.0020
H -0.9412 -2.6407 -1.9147
H -1.7720 -1.3988 -2.5542
H -1.2557 -1.3370 -0.7144
H -0.0551 -0.0673 -2.9486
H 0.8772 -1.4796 -2.7598
H 0.8794 -1.0380 -0.2630
H 2.8908 -0.5229 -1.6596
H 1.9338 0.8877 -2.1258
H 3.5317 1.7820 -0.3838
O -0.8627 1.0315 2.9039
H -0.3669 0.3401 2.4619
H -0.4566 1.8463 2.5337
O -0.0569 2.8576 -1.0836
H -0.9223 3.1313 -0.7820
H -0.2115 1.9318 -1.3468
O -1.1183 -3.4631 0.8705
H -0.4319 -2.7896 0.8685
H -1.8336 -2.9558 1.2668
O -2.7975 0.8626 1.0387
H -2.1451 1.0167 1.7566
H -3.5361 0.5114 1.5478
O -1.4861 0.4488 -1.3724
H -2.3917 0.3081 -1.0478
H -0.8590 0.1715 -0.7142
O 0.7873 -1.1712 1.9439
H 1.0176 -1.7456 2.6705
H 1.5535 -0.5561 1.8696
```

## Properties
frontier orbital gap	9.91	eV
SMILES	CCNCC=O.O.O.O.O.O.O

=====

Preferred: version a; penalty for the next structure: 0.1032 hartree.

=====

Version a
Density functional theory data (the ωB97M-V functional and the def2-TZVPD basis) for 3 unconnected molecules or ions with the total composition C4H16NO3.

The geometry in XYZ format:
```
24
C4H16NO3, DFT the ωB97M-V functional and the def2-TZVPD basis
C 0.3698 -0.4428 0.0101
C 0.1673 0.7102 -0.8240
C 0.9957 1.9573 -0.5489
C 2.4786 1.5616 -0.4001
O 3.2447 1.8428 -1.5347
N -0.9172 -0.8476 0.7098
H 1.1439 -0.1095 0.9583
H 0.8232 -1.3613 -0.4883
H 0.4123 0.2534 -1.8594
H -0.8466 1.1056 -1.1262
H 0.7835 2.5858 0.3158
H 0.7821 2.6422 -1.4080
H 3.0492 2.0608 0.3435
H 2.7432 0.5168 -0.2478
H 3.4281 1.1331 -2.1282
H -1.2096 -0.0246 1.2898
H -0.7745 -1.5048 1.4590
H -1.6509 -1.1378 0.1081
H -2.9712 -2.0477 -1.3662
H -2.8810 -3.0895 -0.0770
O -2.3848 -2.4622 -0.5504
H -2.5465 -1.0771 3.4731
H -3.3737 -1.8073 2.3927
O -2.6798 -1.2460 2.5813
```

## Properties
net charge	+1
frontier orbital gap	9.68	eV

=====

Version b
Density functional theory data (the ωB97M-V functional and the def2-TZVPD basis) for 4 unconnected molecules or ions with the total composition C4H16NO3.

The geometry in XYZ format:
```
24
C4H16NO3, DFT the ωB97M-V functional and the def2-TZVPD basis
C -1.3086 -0.8972 -0.3453
N -0.0784 -0.1155 0.0741
C 0.1964 -0.3198 1.5354
C -0.7793 -1.4632 1.9901
C -1.3703 -1.9996 0.7017
H -2.2059 -0.2914 -0.3973
H -1.0885 -1.3042 -1.3299
H -0.1603 0.8929 -0.1215
H 0.7735 -0.3079 -0.4790
H 0.0344 0.6364 2.0215
H 1.2026 -0.7057 1.6729
H -0.1704 -2.2209 2.4835
H -1.3832 -1.1010 2.8186
H -2.4326 -2.2340 0.8010
H -0.8362 -2.8861 0.3646
H 2.8675 -0.8864 -1.1698
H 1.7501 -1.3859 -2.2479
O 2.1032 -0.6853 -1.7286
H -1.9306 2.8355 -1.1053
H -0.3412 2.8610 -1.2943
O -1.1270 2.3632 -1.0349
H 2.1150 2.3292 -1.1052
H 1.9278 2.5051 0.3594
O 1.5378 2.0868 -0.4012
```

## Properties
net charge	+1
frontier orbital gap	12.33	eV

=====

Preferred: version b; penalty for the next structure: 0.1021 hartree.